No. 1
The following is a DFT calculation (ωB97M-V/def2-TZVPD) of a molecular structure, C38H43BN9O2Y.

```
94
Properties=species:S:1:pos:R:3:forces:R:3
Y 0.292224 -0.119705 0.052491 0.3 0.7 -0.6
C -4.106496 1.848095 -1.460577 0.0 0.0 0.0
C -2.600449 2.010270 -1.283980 0.0 0.0 0.0
C -2.192430 3.480850 -1.224798 0.0 0.0 0.0
C -1.838958 1.306244 -2.366583 0.1 0.0 0.0
C -2.210540 1.086460 -3.705951 0.0 0.0 0.0
C -1.140416 0.418517 -4.260793 0.0 0.0 0.0
N -0.205585 0.261008 -3.311305 0.0 0.1 0.0
N -0.625668 0.806821 -2.148872 0.0 -0.2 -0.1
B 1.113212 -0.515215 -3.439001 0.0 0.0 0.0
N 1.011460 -1.934547 -2.832226 0.0 0.0 0.0
C 0.905727 -3.044292 -3.576289 0.0 0.0 0.0
C 0.850133 -4.127431 -2.731444 0.0 0.0 0.0
C 0.929743 -3.574906 -1.443256 0.0 0.0 0.0
N 1.022085 -2.244927 -1.511245 0.0 0.0 -0.1
C 0.903524 -4.390057 -0.179328 0.0 0.0 0.0
C -0.522787 -4.549187 0.350790 0.0 0.0 0.0
C 1.833298 -3.859647 0.903437 0.0 0.0 0.0
N 2.288754 0.276340 -2.842997 0.1 0.0 -0.1
C 3.318852 0.738818 -3.567296 0.0 0.0 0.0
C 4.127950 1.487267 -2.743584 -0.1 0.1 0.0
C 3.490663 1.446000 -1.490087 0.0 0.0 0.1
N 2.391689 0.693185 -1.557617 -0.2 -0.1 0.1
C 3.886838 2.205774 -0.252415 0.0 -0.1 0.0
C 2.954205 3.394817 -0.032522 0.0 0.1 -0.1
C 5.342376 2.663339 -0.323805 0.0 0.0 0.0
H -4.631511 2.331096 -0.633893 0.0 0.0 0.0
H -4.393809 0.795047 -1.477280 0.0 0.0 0.0
H -4.452216 2.314620 -2.389477 0.0 0.0 0.0
H -2.294848 1.564994 -0.333484 0.0 0.0 0.0
H -2.453912 3.996636 -2.156026 0.0 0.0 0.0
H -1.118881 3.553455 -1.057425 0.0 0.0 0.0
H -2.685725 3.982695 -0.389876 0.0 0.0 0.0
H -3.127677 1.374411 -4.191241 0.0 0.0 0.0
H -0.971838 0.046312 -5.258420 0.0 0.0 0.0
H 1.330032 -0.665867 -4.618936 0.0 0.0 0.0
H 0.891037 -2.974706 -4.651190 0.0 0.0 0.0
H 0.773458 -5.170943 -2.988492 0.0 0.0 0.0
H 1.259339 -5.383394 -0.479614 0.0 0.0 0.0
H -0.915270 -3.593620 0.695541 0.0 0.0 0.0
H -0.538041 -5.240733 1.197831 0.0 0.0 0.0
H -1.191556 -4.932349 -0.422745 0.0 0.0 0.0
H 1.464772 -2.916661 1.300507 0.0 0.0 0.0
H 2.840897 -3.687759 0.519230 0.0 0.0 0.0
H 1.891016 -4.569983 1.732164 0.0 0.0 0.0
H 3.388388 0.506893 -4.616921 0.0 0.0 0.0
H 5.030390 2.009883 -3.008570 0.0 0.0 0.0
H 3.790894 1.543957 0.609688 -0.1 0.0 0.0
H 3.024683 4.090678 -0.876045 0.0 0.0 0.0
H 3.218928 3.931454 0.881095 0.0 0.0 0.0
H 1.920002 3.058907 0.067743 0.1 -0.1 0.0
H 5.490786 3.363715 -1.150394 0.0 0.0 0.0
H 6.031354 1.825449 -0.458569 0.0 0.0 0.0
H 5.608253 3.182842 0.598580 0.0 0.0 0.0
O -4.163160 -2.733614 2.531373 -0.4 -0.2 0.0
C -4.616654 -2.635067 1.272813 0.0 -0.1 0.2
C -5.910171 -3.075954 0.989022 0.0 0.0 0.0
C -6.413914 -2.994708 -0.298420 0.0 0.0 0.0
C -5.636268 -2.474133 -1.327514 0.0 0.0 0.0
C -4.351171 -2.035250 -1.046244 0.0 0.0 0.0
C -3.825217 -2.103700 0.240152 0.0 0.1 -0.1
C -2.444404 -1.611128 0.485632 -0.1 0.0 0.0
O -1.764200 -1.145832 -0.487485 0.0 0.0 0.1
N -2.004944 -1.708579 1.723567 0.2 0.2 -0.1
N -0.700560 -1.267286 1.805667 -0.3 -0.3 0.4
C -0.120737 -1.341739 2.990765 0.1 0.0 0.1
C 1.247606 -1.027355 3.078227 -0.2 0.0 0.0
C 1.962861 -1.051769 4.302039 0.1 0.0 0.0
C 3.317172 -0.883964 4.305935 -0.1 0.0 0.0
C 3.989828 -0.696063 3.073885 0.0 0.0 -0.1
C 3.225447 -0.614844 1.931955 0.0 0.0 0.0
N 1.893598 -0.717092 1.895589 0.0 -0.1 -0.1
H -3.226580 -2.361405 2.509251 0.3 0.1 0.1
H -6.501471 -3.477149 1.803231 0.0 0.0 0.0
H -7.422796 -3.339405 -0.498553 0.0 0.0 0.0
H -6.028400 -2.406880 -2.334861 0.0 0.0 0.0
H -3.712982 -1.619260 -1.816720 0.0 0.0 0.0
H -0.690644 -1.638479 3.867531 0.0 0.0 0.0
H 1.412318 -1.214932 5.220994 0.0 0.0 0.0
H 3.868637 -0.898804 5.239121 0.0 0.0 0.0
H 5.064574 -0.588967 3.018308 0.0 0.0 0.0
H 3.701559 -0.461246 0.968245 0.0 0.0 0.0
C -0.006872 1.882935 1.047949 0.0 -0.2 0.0
C -0.039995 2.930730 1.943605 0.0 0.1 0.0
C -0.215018 2.713350 3.367344 0.0 0.0 0.0
C -0.218193 3.738537 4.279785 0.0 0.0 0.0
C -0.055397 5.082819 3.902226 0.0 0.0 0.0
C 0.112673 5.334017 2.537682 0.0 0.0 0.0
C 0.122467 4.327853 1.594624 -0.1 -0.1 0.0
H -0.343099 1.689608 3.704630 0.0 0.0 0.0
H -0.352578 3.495121 5.332091 0.0 0.0 0.0
H -0.061199 5.883600 4.632082 0.0 0.0 0.0
H 0.244220 6.360587 2.199298 0.0 0.0 0.0
H 0.265340 4.584482 0.550677 0.0 0.0 0.0
```
Positions in Å, forces in eV/Å.

Summary:
E_HOMO (spin up / spin down): 0.78 / 0.44 eV
LUMO level (spin up / spin down): 0.1570 / 0.1570 hartree
F_max: 0.019 hartree/bohr
HOMO-LUMO gap (spin up / spin down): 3.4972 / 3.8378 eV
energy relative to the best compared isomer or geometry (same formula, charge and spin): 0.4 kcal/mol
total charge: -2

No. 2
The following is a DFT calculation (ωB97M-V/def2-TZVPD) of a molecular structure, C38H43Cl5FN9PtSeSi.

```
99
Properties=species:S:1:pos:R:3:forces:R:3
Pt 1.791815 -0.623376 1.940606 0.5 -0.2 0.5
C 4.518333 2.730150 0.433812 -0.1 0.0 0.1
Si 3.943982 1.966206 2.035097 0.5 0.1 0.0
C 5.109123 0.644164 2.606774 -0.1 0.0 0.0
C 3.762403 3.186535 3.437646 -0.1 -0.1 0.0
N 2.238629 1.245032 1.819658 -0.8 -0.1 -0.2
C 1.184418 2.121068 1.768561 0.4 -0.3 -0.1
C 1.313351 3.433262 1.262724 -0.1 0.7 -0.1
C 0.269939 4.326996 1.318192 0.4 -0.1 -0.2
C -0.950254 3.967188 1.899705 0.0 -0.2 0.2
C -1.135502 2.687448 2.378949 0.1 -0.1 0.2
C -0.094362 1.787478 2.254572 -0.6 -1.0 0.2
F -0.269211 0.505501 2.723768 0.0 1.1 -0.2
H 5.591243 2.555061 0.340172 0.0 0.0 0.0
H 4.367684 3.808697 0.406207 0.0 0.1 0.0
H 4.038345 2.296380 -0.438976 -0.1 -0.1 -0.1
H 5.917404 1.164201 3.128055 0.0 0.0 0.0
H 5.556625 0.075699 1.797913 0.0 -0.1 -0.1
H 4.660484 -0.049051 3.319331 0.0 0.0 0.0
H 4.596189 3.889297 3.396290 0.1 0.0 0.0
H 3.839321 2.666562 4.393823 0.0 0.0 0.1
H 2.845389 3.769854 3.438769 -0.1 0.1 0.0
H 2.253398 3.729989 0.818132 -0.1 0.0 0.0
H 0.399748 5.322944 0.921067 0.0 0.0 0.0
H -1.752492 4.687555 1.965754 0.0 0.0 0.0
H -2.066944 2.360986 2.816573 0.0 0.0 0.0
N 0.844306 -2.650914 -0.514591 -0.2 0.3 0.1
C 0.797502 -3.278397 0.658898 0.2 -0.1 -0.1
N 0.513233 -4.574724 0.651156 0.0 0.1 0.0
C 0.495162 -5.192346 1.828714 0.0 0.0 -0.1
N 0.267398 -6.498057 1.863046 0.0 0.0 0.0
N 0.687800 -4.571403 3.024673 0.1 0.2 0.1
C 0.985782 -3.310801 2.943553 -0.1 0.0 0.1
N 1.090673 -2.586316 1.803622 0.0 0.1 -0.2
C 1.247039 -2.562262 4.196636 0.1 0.1 0.0
C 1.183011 -3.149789 5.445453 0.0 0.1 -0.1
C 1.483700 -2.370521 6.551986 0.0 0.1 0.0
C 1.838299 -1.041821 6.374063 0.0 -0.1 0.0
C 1.878105 -0.523371 5.092049 0.0 0.0 0.0
N 1.583496 -1.272574 4.031467 -0.4 -0.2 -0.2
H 0.565284 -3.186380 -1.321381 0.0 0.0 0.0
H 0.846205 -1.635218 -0.583223 -0.1 -0.4 0.1
H 0.121651 -7.003024 1.004468 0.0 0.0 0.0
H 0.245607 -6.980185 2.746290 0.0 0.0 -0.1
H 0.912617 -4.192146 5.525398 0.0 0.0 0.0
H 1.447954 -2.798238 7.543917 0.0 0.0 0.0
H 2.082164 -0.408615 7.213308 0.0 0.0 0.0
H 2.146457 0.506544 4.902808 0.0 0.0 0.0
C -0.661474 0.581357 -6.200534 0.0 0.0 0.0
C -1.173560 -0.174663 -4.981301 0.0 0.0 0.0
C -0.451626 0.210340 -3.690318 -0.1 0.0 0.1
C -0.821123 1.587380 -3.145717 0.0 0.0 0.0
N -2.202530 1.632119 -2.672627 0.1 0.0 0.1
C -2.630243 1.161348 -1.484540 0.2 0.0 0.3
Se -1.559704 0.460258 -0.143047 0.2 -0.3 0.1
N -3.968373 1.316396 -1.413633 0.2 0.0 0.0
C -4.852278 0.850243 -0.350540 0.0 0.0 0.1
C -5.594023 -0.417794 -0.753365 0.0 0.0 0.0
C -4.672574 -1.595292 -1.049198 0.0 0.0 0.0
C -5.452651 -2.851485 -1.409445 0.0 0.0 0.0
C -4.412636 1.900763 -2.583152 0.0 0.2 -0.4
C -5.688664 2.278319 -2.996271 0.2 -0.1 0.1
C -5.784241 2.867534 -4.236800 0.1 0.1 -0.2
C -4.651469 3.078868 -5.045059 -0.2 0.0 0.1
C -3.388775 2.708177 -4.638567 0.0 -0.1 0.2
C -3.287853 2.109125 -3.384841 -0.4 0.1 -0.1
H -1.168072 0.254508 -7.105848 0.0 0.0 0.0
H 0.406043 0.412565 -6.338192 0.1 0.0 0.0
H -0.811209 1.657692 -6.118408 0.0 0.1 0.0
H -1.040562 -1.245638 -5.147650 0.0 0.0 0.0
H -2.250656 -0.024715 -4.865772 0.0 0.0 0.0
H 0.627890 0.198702 -3.857019 0.0 0.0 0.0
H -0.657229 -0.523337 -2.902872 0.0 0.1 0.0
H -0.722423 2.361386 -3.905329 0.0 0.0 0.0
H -0.184047 1.867674 -2.304224 0.0 0.0 0.0
H -5.542094 1.664350 -0.123964 0.0 0.0 0.0
H -4.228682 0.675185 0.526460 0.0 0.0 0.0
H -6.226134 -0.219536 -1.623165 0.0 0.0 0.0
H -6.270630 -0.671446 0.066180 0.0 0.0 0.0
H -4.035485 -1.783236 -0.178271 0.0 0.0 0.0
H -3.999055 -1.336869 -1.874767 0.0 0.0 0.0
H -6.110573 -3.151486 -0.593447 0.0 0.0 0.0
H -4.785975 -3.685354 -1.624151 0.0 0.0 0.0
H -6.072760 -2.687022 -2.290681 0.0 0.0 0.0
H -6.559453 2.122593 -2.378649 -0.1 0.0 0.0
H -6.752469 3.178621 -4.600295 0.0 0.0 0.0
H -4.777201 3.546418 -6.009770 0.0 0.0 -0.1
H -2.528051 2.876808 -5.266764 0.0 0.0 0.0
Cl 4.187432 -2.771455 2.639282 0.0 0.0 0.1
C 4.222978 -2.090462 1.049017 -0.1 0.1 0.0
C 3.257627 -1.165565 0.648693 0.1 0.1 -0.5
C 3.352110 -0.666514 -0.659388 0.1 -0.2 0.2
Cl 2.106943 0.339252 -1.321292 0.0 0.1 0.3
C 4.401316 -1.028142 -1.509221 -0.1 0.0 0.0
Cl 4.492471 -0.391028 -3.099357 0.0 0.0 0.1
C 5.368236 -1.929689 -1.070544 0.0 -0.1 0.0
Cl 6.651313 -2.385862 -2.103002 0.0 0.0 0.0
C 5.268977 -2.475168 0.210222 0.0 0.0 -0.1
Cl 6.440720 -3.601495 0.745660 0.0 0.0 0.0
```
Positions in Å, forces in eV/Å.

Summary:
E_HOMO (spin up / spin down): -11.93 / -11.94 eV
LUMO level (spin up / spin down): -0.3068 / -0.3066 hartree
F_max: 0.022 hartree/bohr
HOMO-LUMO gap (spin up / spin down): 3.5835 / 3.5924 eV
energy relative to the best compared isomer or geometry (same formula, charge and spin): 25.5 kcal/mol
total charge: +2

No. 3
The following is a DFT calculation (ωB97M-V/def2-TZVPD) of a molecular structure, C38H43Cl5FN9PtSeSi.

```
99
Properties=species:S:1:pos:R:3:forces:R:3
Pt -1.215309 1.478765 -1.624003 -0.5 0.3 0.0
C -2.920774 3.677639 2.245908 0.0 0.0 0.0
Si -3.071256 2.219364 1.082570 0.3 0.0 -0.1
C -3.595189 0.634015 1.920424 0.0 0.0 0.0
C -4.163953 2.729019 -0.331430 -0.1 0.0 0.0
N -1.368187 1.929770 0.381879 0.1 0.2 -0.1
C -0.295870 1.970101 1.206675 -0.1 0.1 0.0
C -0.446139 1.797094 2.620154 0.0 0.3 0.0
C 0.583823 1.982020 3.501271 -0.1 0.7 -0.1
C 1.849109 2.353549 3.031515 -0.1 0.2 0.0
C 2.071131 2.490933 1.669327 0.0 0.0 0.0
C 1.039571 2.275563 0.786767 0.0 0.0 0.0
F 1.303340 2.448006 -0.505784 -0.1 0.0 -0.1
H -3.668676 3.586914 3.038193 0.0 0.0 0.0
H -3.144083 4.600495 1.707144 0.0 0.0 0.0
H -1.953962 3.796933 2.733593 0.0 0.0 0.0
H -4.664053 0.469095 1.768710 0.0 0.0 0.0
H -3.420916 0.659270 2.997639 0.0 0.0 0.0
H -3.062325 -0.226655 1.511447 0.0 0.0 0.0
H -4.448667 3.775610 -0.207199 0.0 0.0 0.0
H -5.081375 2.139200 -0.358272 0.0 0.0 0.0
H -3.690094 2.624342 -1.302767 0.1 0.0 -0.1
H -1.410768 1.485393 2.994439 0.0 0.0 0.0
H 0.419751 1.841788 4.560648 0.0 0.1 -0.1
H 2.657215 2.529990 3.728323 0.0 0.0 0.0
H 3.035636 2.780193 1.274006 0.0 0.0 0.0
N -0.725488 4.821734 -0.672534 0.1 -0.1 0.0
C -0.448891 4.605018 -1.959204 -0.1 0.0 -0.1
N -0.056568 5.653376 -2.667045 0.0 -0.1 0.0
C 0.158939 5.443846 -3.962672 0.0 0.1 -0.1
N 0.547045 6.467410 -4.714233 0.0 0.0 0.0
N 0.001433 4.248460 -4.584910 0.0 -0.1 0.1
C -0.366176 3.273835 -3.803596 0.0 0.0 0.0
N -0.601519 3.349327 -2.477574 0.1 0.1 0.1
C -0.547657 1.937473 -4.417345 0.0 0.0 0.0
C -0.290200 1.718286 -5.756104 0.0 0.0 0.0
C -0.454489 0.441708 -6.268295 0.0 0.0 0.0
C -0.855217 -0.571396 -5.415064 0.0 0.0 0.0
C -1.092174 -0.278580 -4.085576 0.0 0.0 0.0
N -0.959855 0.957944 -3.593860 0.1 0.0 0.1
H -0.623963 5.758987 -0.322545 0.0 0.0 0.0
H -1.091562 4.093265 -0.091318 0.0 -0.1 0.1
H 0.665206 7.375227 -4.298790 0.0 0.0 0.0
H 0.698374 6.335975 -5.698842 0.0 0.0 0.0
H 0.035102 2.549377 -6.363462 0.0 0.0 0.0
H -0.263421 0.241692 -7.313658 0.0 0.0 0.0
H -0.988492 -1.585303 -5.764003 0.0 0.0 0.0
H -1.393147 -1.044241 -3.387292 0.0 0.0 0.0
C 5.228545 -2.289050 -0.994751 0.0 0.0 0.0
C 4.347825 -2.815719 0.130589 -0.1 0.0 0.0
C 4.274360 -1.870982 1.330837 -0.1 0.0 0.0
C 3.517826 -0.559944 1.085061 0.2 0.2 -0.2
N 2.068998 -0.669523 1.418121 0.0 -0.9 0.2
C 1.274065 -1.048232 0.402404 1.7 0.8 -1.2
Se 1.588714 -0.936981 -1.371894 -0.2 -0.1 0.5
N -0.363504 -1.312256 2.247782 -2.7 -0.1 1.9
C 0.015911 -3.392045 0.509039 1.1 -1.8 0.0
C -0.013325 -4.387911 -0.600244 -0.3 1.0 -0.3
C 0.803363 -5.619507 -0.181449 -0.1 -0.1 0.0
C -0.041435 -6.639646 0.569227 0.0 0.0 0.1
C 0.455863 -0.824861 3.257153 2.3 -1.3 -1.9
C 0.125935 -0.794979 4.596724 -0.2 0.1 0.0
C 1.128197 -0.520407 5.514645 -0.2 -0.1 0.1
C 2.437128 -0.335316 5.103411 0.1 0.0 -0.1
C 2.781317 -0.385873 3.757752 -0.2 -0.1 0.3
C 1.776968 -0.617184 2.822675 0.1 -0.3 0.2
H 5.419363 -3.060154 -1.740436 0.0 0.0 0.0
H 6.194819 -1.953861 -0.613393 0.0 0.0 0.0
H 4.761988 -1.448127 -1.513238 0.0 0.0 0.0
H 4.712640 -3.785903 0.473534 0.1 0.1 0.0
H 3.338798 -2.996213 -0.251887 0.0 -0.1 0.0
H 5.287666 -1.609579 1.647222 0.0 0.0 0.0
H 3.810132 -2.389687 2.173825 0.0 0.0 0.0
H 3.579214 -0.232256 0.052620 0.1 -0.1 0.0
H 3.928500 0.245885 1.685112 -0.1 0.1 0.0
H -1.755136 -2.236227 1.020192 -3.3 0.2 -0.2
H 0.489723 -3.704477 1.437800 -0.1 0.4 0.2
H 0.357334 -3.929085 -1.524005 0.1 0.1 0.1
H -1.054138 -4.653624 -0.827591 0.1 -0.1 0.1
H 1.643357 -5.302004 0.441723 0.1 0.0 -0.1
H 1.236858 -6.060544 -1.079324 0.0 0.0 0.0
H -0.485529 -6.205142 1.468863 0.0 0.0 0.0
H 0.556551 -7.494207 0.881984 0.0 0.0 0.0
H -0.853872 -7.009731 -0.057357 0.0 0.0 0.0
H -0.893970 -0.966658 4.912962 0.0 -0.1 -0.1
H 0.880272 -0.485100 6.566763 0.0 0.0 0.0
H 3.215905 -0.176923 5.836460 0.0 0.0 0.0
H 3.822028 -0.271661 3.505310 0.0 0.0 -0.1
Cl -4.147987 0.079370 -2.802157 0.2 0.1 0.0
C -3.262306 -0.892077 -1.667668 0.2 0.5 -0.1
C -2.044141 -0.318542 -1.157847 -0.9 0.1 0.3
C -1.219828 -1.022989 -0.421173 2.0 -1.1 -1.0
Cl -0.375857 -1.697457 0.797688 0.9 2.3 0.5
C -2.847844 -2.773799 0.871009 1.7 0.8 0.1
Cl -2.674667 -3.669335 2.263307 -0.8 -1.3 0.8
C -3.340085 -3.082945 -0.343409 -0.5 -0.3 -0.5
Cl -3.703239 -4.771829 -0.572737 -0.3 0.0 0.0
C -3.723329 -2.160054 -1.417542 0.0 -0.7 0.3
Cl -4.945232 -2.786473 -2.456951 0.0 0.1 0.1
```
Positions in Å, forces in eV/Å.

Summary:
2S+1: 5
E_HOMO (spin up / spin down): -12.45 / -12.77 eV
LUMO level (spin up / spin down): -0.2053 / -0.2692 hartree
F_max: 0.065 hartree/bohr
HOMO-LUMO gap (spin up / spin down): 6.8651 / 5.4454 eV
total charge: +2
expectation value of S²: 6.13